The following is a quantum chemistry calculation of a structure of composition C36H46Cl3CoGeN7O2P2S2Se, from the OMol25 dataset.

```
! wB97M-V def2-TZVPD RIJCOSX def2/J DEFGRID3
* xyz 0 2
Co 0.479 -0.309 -0.290
N 0.915 -0.206 1.998
C 2.239 -0.598 2.334
C 2.960 0.041 3.335
C 4.254 -0.366 3.624
C 4.830 -1.419 2.928
C 4.127 -2.035 1.904
C 2.840 -1.617 1.582
P 1.897 -2.122 0.115
C 0.901 -3.542 0.677
C -0.119 -3.992 -0.165
C -0.956 -5.017 0.241
C -0.785 -5.600 1.489
C 0.232 -5.163 2.324
C 1.073 -4.134 1.924
C 3.111 -2.884 -1.010
C 4.266 -2.177 -1.351
C 5.130 -2.664 -2.317
C 4.848 -3.857 -2.967
C 3.710 -4.571 -2.628
C 2.842 -4.087 -1.660
H 0.586 0.570 2.559
H 0.245 -0.978 2.063
H 2.508 0.854 3.891
H 4.807 0.136 4.407
H 5.831 -1.749 3.170
H 4.587 -2.835 1.339
H -0.268 -3.518 -1.130
H -1.752 -5.351 -0.413
H -1.441 -6.399 1.809
H 0.374 -5.630 3.290
H 1.863 -3.795 2.583
H 4.500 -1.243 -0.855
H 6.022 -2.106 -2.570
H 5.515 -4.233 -3.731
H 3.492 -5.510 -3.121
H 1.956 -4.652 -1.408
C 1.240 -2.887 -5.008
C 0.042 -1.998 -5.289
O -1.045 -2.347 -4.430
P -1.485 -1.641 -3.023
S -1.570 -1.422 0.540
S 0.210 -0.536 -2.515
O -2.415 -0.387 -3.604
C -3.567 -0.715 -4.401
C -4.559 -1.614 -3.678
H 2.045 -2.668 -5.712
H 0.958 -3.936 -5.101
H 1.603 -2.711 -3.995
H -0.314 -2.138 -6.312
H 0.313 -0.949 -5.158
H -3.236 -1.190 -5.330
H -4.026 0.243 -4.652
H -4.051 -2.514 -3.327
H -5.367 -1.904 -4.350
H -4.972 -1.092 -2.817
C -3.697 -1.373 3.210
N -3.851 0.059 3.040
C -3.273 0.875 2.134
Se -2.134 0.640 0.627
N -3.721 2.122 2.333
C -4.605 2.139 3.389
C -5.325 3.162 3.988
C -6.115 2.822 5.071
C -6.193 1.506 5.534
C -5.486 0.481 4.929
C -4.688 0.824 3.848
H -3.143 -1.785 2.376
H -4.683 -1.835 3.249
H -3.167 -1.592 4.138
H -3.382 2.897 1.734
H -5.259 4.174 3.613
H -6.686 3.590 5.575
H -6.830 1.282 6.379
H -5.548 -0.537 5.290
C 3.062 1.095 -0.854
N 3.993 2.188 -1.082
C 4.001 3.036 0.113
N 2.674 3.577 0.411
C 1.757 2.467 0.618
N 1.686 1.569 -0.563
C 1.258 2.422 -1.718
N 2.173 3.524 -1.949
C 3.503 2.986 -2.213
C 2.221 4.354 -0.748
H 3.413 0.514 0.003
H 3.022 0.454 -1.739
H 4.697 3.864 -0.040
H 4.343 2.440 0.964
H 0.755 2.853 0.822
H 2.114 1.893 1.475
H 0.265 2.821 -1.503
H 1.205 1.807 -2.612
H 4.194 3.811 -2.395
H 3.464 2.350 -3.100
H 1.223 4.746 -0.547
H 2.909 5.186 -0.911
Cl -4.668 2.416 -1.637
Ge -2.428 2.574 -1.956
Cl -2.394 4.411 -3.259
Cl -2.124 3.934 0.218
*
```

Computed properties:
calculated total energy	-10654.18254	hartree
highest occupied orbital energy (spin up / spin down)	-7.31 / -7.31	eV
orbital gap (spin up / spin down)	0.2418 / 0.2659	hartree
⟨S²⟩	0.902